No. 1
20
Properties=species:S:1:pos:R:3:forces:R:3 method="wB97M-V/def2-TZVPD" charge=0 lumo_energy_ev=0.400 e_homo_ev=-8.12 e_tot_ev=-11634.50582
B 0.714 1.898 -1.240 -2.4 -3.3 2.5
C -1.321 -0.485 -1.122 -0.8 -1.8 1.2
C 0.336 -1.230 1.155 0.8 -0.2 1.0
C -0.391 0.263 -0.655 5.1 4.4 0.1
C 0.344 -0.011 0.646 -0.7 1.1 -1.4
C -1.707 -1.669 -0.316 2.0 0.5 3.1
C -0.423 -2.309 0.447 -2.2 1.5 -0.5
C 0.957 1.281 1.174 -2.3 -0.7 1.9
N 1.089 2.204 0.089 2.2 1.2 -1.4
O 1.112 2.506 -2.372 -0.8 -0.8 -0.5
H -1.865 -0.300 -1.964 -1.1 0.6 -2.4
H 0.913 -1.507 2.072 -0.5 0.3 -0.8
H -2.436 -1.420 0.483 0.3 0.2 -0.3
H -2.157 -2.403 -0.866 -1.1 -2.0 -1.7
H 0.223 -2.777 -0.293 -0.1 -0.6 0.2
H -0.899 -2.919 1.214 0.6 -0.8 -0.3
H 0.160 1.685 1.895 1.0 -0.4 -0.7
H 1.835 1.105 1.809 0.1 0.2 -0.6
H 1.948 2.766 0.102 -0.6 -0.1 0.6
H 1.571 3.325 -2.259 0.5 0.7 0.1


No. 2
47
Properties=species:S:1:pos:R:3:forces:R:3 method="wB97M-V/def2-TZVPD" charge=0 lumo_energy_ev=-1.383 e_homo_ev=-7.96 e_tot_ev=-180356.36905
C 2.093 1.662 -0.807 0.5 -0.7 -0.5
C 0.869 0.592 -0.533 0.1 0.3 1.0
C -0.628 1.263 -0.545 0.2 0.0 0.4
C -1.080 1.871 -2.024 1.6 1.0 0.7
N -2.369 1.402 -2.540 -1.8 0.1 1.7
C -3.578 1.520 -1.720 -3.1 -1.3 1.3
C -3.886 2.968 -0.944 -3.1 -1.8 1.6
C -5.183 3.197 0.034 2.2 -3.0 -2.4
C -6.219 1.948 0.258 -0.3 -1.0 -0.2
N -7.472 1.910 1.131 4.2 -3.3 -4.6
S -8.078 0.279 0.832 3.0 1.5 -0.4
N -7.000 -0.563 -0.289 3.1 6.7 2.0
C -5.940 0.509 -0.545 -0.5 -0.4 -0.1
C -4.638 0.242 -1.542 0.5 4.1 1.5
H 2.536 2.136 0.174 -1.1 -1.0 -1.9
H 2.957 1.036 -1.329 -1.6 1.5 1.2
H 1.812 2.534 -1.537 0.4 -1.7 1.4
H 0.962 -0.327 -1.253 -0.3 1.9 1.2
H 1.034 0.172 0.568 -0.4 0.7 -2.4
H -0.617 2.165 0.231 0.0 -1.9 -1.6
H -1.395 0.464 -0.125 1.4 1.7 -1.1
H -0.220 1.622 -2.811 -2.0 0.5 1.6
H -1.113 3.054 -1.882 0.3 -2.4 -0.5
H -2.429 1.016 -3.484 -0.1 0.1 0.9
H -3.100 3.842 -1.118 -2.0 -2.1 0.5
H -5.353 4.222 0.573 0.4 -2.3 -1.2
H -4.490 -0.802 -2.093 -0.4 2.7 1.4
C 2.872 -3.088 -0.230 0.0 0.0 0.1
Cl 1.130 -3.317 -0.004 0.2 0.0 0.0
Cl 3.198 -2.260 -1.762 0.0 -0.1 0.1
Cl 3.561 -2.181 1.127 -0.1 -0.2 -0.2
H 3.347 -4.072 -0.263 -0.2 0.4 0.0
C -10.188 -0.867 -2.994 -0.3 0.1 0.1
Cl -9.108 -0.501 -1.638 -1.1 -0.3 -1.6
Cl -9.871 0.224 -4.354 -0.1 -0.1 0.1
Cl -10.006 -2.557 -3.497 -0.1 0.1 0.0
H -11.219 -0.716 -2.664 0.3 -0.1 -0.2
C 7.142 -2.592 3.425 -0.1 -0.1 -0.1
Cl 7.506 -2.838 1.709 -0.1 0.0 0.2
Cl 8.603 -2.119 4.310 -0.2 -0.1 0.0
Cl 5.873 -1.373 3.624 0.2 -0.2 0.1
H 6.781 -3.537 3.839 0.1 0.3 -0.1
C 12.471 -1.611 4.574 0.0 0.0 0.0
Cl 13.552 -1.245 5.930 -0.2 0.0 -0.1
Cl 12.788 -0.520 3.214 -0.1 -0.1 0.2
Cl 12.654 -3.301 4.071 -0.1 0.2 0.1
H 11.440 -1.460 4.904 0.4 0.0 -0.1


No. 3
159
Properties=species:S:1:pos:R:3:forces:R:3 method="wB97M-V/def2-TZVPD" charge=+1 lumo_energy_ev=-2.277 e_homo_ev=-10.88 e_tot_ev=-452943.20635
C 5.085 3.395 0.892 0.0 0.2 -0.4
C 3.982 2.973 -0.100 0.0 0.5 0.9
C 2.755 2.558 0.680 0.3 -0.3 -0.5
O 1.692 2.269 -0.235 -0.3 0.1 0.1
C 0.458 1.971 0.430 0.7 0.7 -0.4
C 0.251 0.482 0.383 -0.5 -1.5 2.0
N 0.819 -0.125 -0.845 0.5 1.6 0.1
C 0.474 -1.629 -0.916 -0.4 1.7 0.3
C -0.131 -1.770 -2.329 0.0 -0.6 -0.1
C -0.241 -3.155 -3.015 0.0 -0.8 -0.8
C 0.324 -4.358 -2.358 0.2 -0.2 0.0
F 1.678 -4.514 -2.466 0.2 0.6 0.9
C -0.320 -5.342 -1.716 0.6 1.1 -0.8
F -1.431 -5.847 -2.205 -0.8 0.1 1.1
F 0.152 -5.903 -0.635 0.0 -1.2 -0.4
C 1.827 -2.273 -0.608 0.2 -1.2 0.3
I 2.037 -3.425 1.161 -0.1 0.3 -0.2
C 2.885 -2.181 -1.422 0.1 0.4 0.1
C 2.898 -1.426 -2.730 0.1 -0.6 -0.3
I 4.753 -3.066 -1.037 -0.3 0.1 -0.1
C -0.641 -1.669 0.208 -0.3 -0.6 0.8
C -1.629 -2.825 0.122 -0.3 -0.5 -0.2
C -1.563 -3.810 1.113 -0.1 -0.1 -0.1
C -2.445 -4.880 1.152 -0.5 -0.2 -0.1
C -3.445 -5.021 0.196 0.3 0.8 -0.4
C -3.519 -4.069 -0.826 0.4 -0.1 0.5
C -2.616 -3.004 -0.853 -0.1 -0.1 -0.1
C -1.141 -0.204 0.557 0.3 1.1 -2.2
C -1.986 0.563 -0.508 -0.5 -0.8 -0.7
C -3.384 0.009 -0.885 -0.2 1.1 1.0
C -4.431 1.136 -0.762 0.3 -0.4 -0.3
C -4.280 2.155 -1.884 0.0 -0.2 0.6
N -5.332 3.176 -1.845 0.5 0.0 -0.1
C -1.881 0.040 1.908 0.0 -0.5 0.8
C -2.455 -1.203 2.601 -0.2 -0.2 -0.4
C -1.220 0.960 2.965 0.2 0.1 -0.5
C 0.155 0.644 3.557 0.3 -0.2 0.4
C 0.441 -0.799 3.976 -0.2 0.2 0.3
H 6.061 3.077 0.533 -0.2 0.1 0.2
H 5.134 4.478 0.982 -0.1 0.1 0.0
H 4.906 3.015 1.898 0.2 -0.3 0.0
H 3.694 3.873 -0.640 0.0 -0.2 -0.6
H 4.327 2.187 -0.767 -0.1 0.0 -0.2
H 2.955 1.656 1.274 0.1 0.1 0.2
H 2.494 3.388 1.342 -0.3 -0.1 0.1
H 0.546 2.311 1.456 -0.3 -0.1 0.2
H -0.320 2.576 -0.034 -0.1 -0.2 -0.2
H 0.850 -0.017 1.155 0.3 0.5 0.1
H 1.812 0.093 -0.742 0.1 -0.5 -0.3
H 0.559 0.458 -1.646 -0.4 -0.4 -0.2
H 0.385 -1.126 -3.036 0.2 0.0 0.1
H -1.127 -1.343 -2.258 -0.1 0.0 0.0
H 0.215 -3.084 -4.003 0.0 0.1 -0.1
H -1.291 -3.353 -3.221 0.1 -0.1 0.2
H 2.355 -0.487 -2.725 0.0 0.1 0.0
H 2.450 -2.073 -3.489 -0.1 0.1 -0.1
H 3.911 -1.248 -3.072 0.1 0.2 0.1
H -0.117 -1.896 1.137 0.2 0.0 -0.1
H -0.819 -3.744 1.897 0.0 0.0 0.0
H -2.363 -5.605 1.956 -0.1 0.4 -0.6
H -4.154 -5.836 0.219 0.0 -0.1 0.1
H -4.276 -4.156 -1.592 0.0 0.1 -0.1
H -2.712 -2.301 -1.664 -0.1 0.0 0.0
H -1.444 0.728 -1.447 0.1 0.0 0.0
H -2.159 1.558 -0.108 0.2 0.1 0.1
H -3.406 -0.360 -1.909 0.0 -0.4 0.1
H -3.672 -0.748 -0.158 0.0 -0.3 -0.3
H -5.437 0.711 -0.752 0.3 0.1 -0.1
H -4.259 1.626 0.201 -0.2 0.1 0.1
H -4.255 1.606 -2.830 -0.1 0.1 -0.1
H -3.299 2.628 -1.762 0.0 0.1 -0.2
H -6.056 2.926 -1.187 -0.2 -0.1 -0.2
H -5.732 3.271 -2.766 -0.3 0.2 0.1
H -2.774 0.602 1.634 0.0 0.1 -0.1
H -3.163 -1.708 1.943 0.0 -0.1 0.0
H -1.719 -1.948 2.890 0.1 0.1 0.1
H -3.016 -0.899 3.483 0.1 0.1 0.1
H -1.931 1.018 3.790 0.0 -0.1 0.0
H -1.212 1.970 2.546 0.2 0.0 0.2
H 0.257 1.246 4.463 -0.1 0.1 0.0
H 0.992 0.973 2.939 -0.1 0.1 -0.2
H 0.471 -1.511 3.152 0.1 0.0 -0.1
H 1.394 -0.827 4.503 0.1 -0.1 -0.1
H -0.315 -1.143 4.684 -0.1 -0.1 -0.1
C 7.294 7.136 1.730 0.0 0.0 0.0
Cl 7.474 6.240 0.213 0.0 0.0 -0.1
Cl 6.891 6.073 3.085 -0.1 0.1 0.0
H 8.229 7.633 1.947 0.1 -0.1 0.0
H 6.500 7.864 1.611 0.0 -0.1 0.0
C 10.316 4.331 4.943 0.1 0.0 0.0
Cl 9.908 6.013 5.308 0.0 0.0 0.0
Cl 9.370 3.695 3.592 0.1 0.0 0.0
H 11.367 4.279 4.683 0.0 0.1 -0.1
H 10.115 3.728 5.820 -0.1 0.0 0.0
C -8.276 0.340 -2.275 0.0 0.0 -0.1
Cl -7.826 0.615 -0.583 -0.4 -0.1 0.1
Cl -8.531 1.860 -3.143 0.2 0.1 0.1
H -7.480 -0.212 -2.761 0.0 0.1 0.0
H -9.198 -0.229 -2.303 0.0 0.1 0.0
C 0.218 -5.867 4.286 0.1 -0.2 0.1
Cl 0.420 -4.133 4.566 0.0 0.0 0.0
Cl -1.448 -6.269 3.825 0.3 -0.3 0.7
H 0.879 -6.171 3.482 -0.1 0.1 -0.1
H 0.458 -6.398 5.208 -0.1 0.3 -0.5
C -1.406 -0.600 7.391 0.1 -0.1 0.0
Cl -2.480 0.583 6.639 -0.1 0.0 0.0
Cl 0.168 0.104 7.771 0.0 -0.1 0.0
H -1.858 -0.959 8.307 0.0 0.1 0.0
H -1.263 -1.420 6.697 0.0 0.0 0.0
C -3.165 4.977 0.302 -0.2 0.1 -0.1
Cl -1.985 5.156 -0.999 0.0 0.0 0.0
Cl -2.655 3.731 1.461 -0.1 0.2 0.1
H -3.252 5.921 0.828 0.1 0.0 0.0
H -4.118 4.685 -0.130 0.1 -0.1 -0.1
C 8.725 10.595 3.478 0.0 0.1 0.0
Cl 9.857 9.554 2.610 0.1 0.1 0.1
Cl 7.324 9.684 4.062 0.0 0.1 0.0
H 9.236 11.033 4.328 0.0 -0.1 0.0
H 8.379 11.371 2.806 0.0 -0.1 -0.1
C -7.808 -3.543 -3.789 -0.1 -0.1 0.0
Cl -8.908 -2.359 -4.494 0.0 -0.1 0.0
Cl -6.248 -2.814 -3.355 0.0 0.0 0.0
H -8.261 -3.950 -2.893 0.0 0.1 0.0
H -7.632 -4.331 -4.512 0.1 0.1 0.0
C -0.620 -8.146 7.419 -0.1 0.0 0.0
Cl 0.973 -7.431 7.092 0.1 -0.2 0.4
Cl -1.104 -7.919 9.097 0.0 0.0 0.0
H -1.351 -7.668 6.776 0.0 0.1 0.0
H -0.568 -9.207 7.208 0.1 0.0 0.0
C 7.784 -0.053 2.271 0.0 -0.1 0.0
Cl 8.386 0.406 3.862 0.0 -0.2 0.0
Cl 7.619 1.357 1.211 0.2 -0.3 0.0
H 8.478 -0.751 1.819 0.1 0.1 0.0
H 6.809 -0.513 2.387 0.0 0.1 0.0
C 10.424 9.066 -1.483 0.0 0.0 -0.1
Cl 10.796 7.830 -0.275 0.1 0.0 0.0
Cl 9.084 10.108 -0.985 0.0 0.0 -0.1
H 11.304 9.680 -1.632 0.0 0.0 0.1
H 10.148 8.571 -2.406 -0.1 0.0 0.0
C 0.118 -8.256 -3.968 0.1 0.1 0.0
Cl 0.325 -8.951 -5.579 0.0 0.1 0.0
Cl -0.102 -9.502 -2.734 0.0 0.1 0.0
H 1.008 -7.685 -3.727 0.0 -0.1 0.0
H -0.751 -7.610 -3.972 -0.1 -0.1 0.0
C -2.189 -1.824 -6.150 -0.2 0.2 0.0
Cl -2.878 -1.960 -4.516 -0.2 0.2 -0.2
Cl -0.462 -1.428 -6.127 0.0 0.1 0.0
H -2.325 -2.770 -6.661 0.1 0.0 0.1
H -2.706 -1.027 -6.684 0.2 -0.3 0.5
C -12.091 -0.136 -5.851 -0.1 0.0 0.0
Cl -10.802 0.595 -4.882 -0.2 0.0 -0.2
Cl -12.169 -1.886 -5.624 -0.1 0.0 -0.1
H -13.038 0.296 -5.552 0.0 0.0 0.1
H -11.897 0.071 -6.897 0.1 0.0 0.0
C -2.033 1.303 -8.688 0.1 0.1 0.0
Cl -2.941 -0.219 -8.768 -0.1 0.2 -0.6
Cl -2.951 2.568 -7.874 0.0 0.0 0.0
H -1.117 1.125 -8.136 0.0 0.0 0.0
H -1.811 1.622 -9.699 -0.1 0.0 0.0


No. 4
19
Properties=species:S:1:pos:R:3:forces:R:3 method="wB97M-V/def2-TZVPD" s_squared=0.7569 charge=0 lumo_energy_ev="0.970 / -2.497" e_homo_ev="-8.42 / -8.42" e_tot_ev=-13441.24037 spin_multiplicity=2
C -0.391 -0.279 -1.884 -0.2 -0.4 -0.2
C -1.220 -0.854 -0.783 -0.1 0.0 0.0
C -1.838 -1.199 1.238 0.6 0.2 0.0
C -2.367 -1.597 -0.854 0.3 0.2 -0.3
N -0.901 -0.620 0.530 -0.2 0.1 0.0
N -2.752 -1.805 0.445 -0.2 -0.2 0.4
H -1.814 -1.201 2.319 -0.4 -0.2 -0.1
H -0.277 -0.995 -2.704 0.2 0.0 0.1
H 0.580 -0.007 -1.481 0.1 0.0 -0.1
H -3.545 -2.336 0.759 0.0 0.0 0.0
H -2.924 -1.943 -1.709 -0.1 -0.1 0.1
H -0.875 0.592 -2.316 0.0 0.3 0.0
C 2.867 2.216 0.495 -0.2 -0.1 0.0
C 2.301 1.175 1.412 0.3 0.8 -0.4
O 2.040 0.029 1.088 0.0 -0.4 0.3
O 2.080 1.447 2.644 -0.1 -0.3 0.0
H 2.401 2.102 -0.484 0.1 0.0 0.0
H 3.941 2.055 0.409 0.0 0.0 0.0
H 2.692 3.218 0.875 0.0 0.1 0.1


No. 5
21
Properties=species:S:1:pos:R:3:forces:R:3 method="wB97M-V/def2-TZVPD" charge=-1 lumo_energy_ev=2.867 e_homo_ev=-4.46 e_tot_ev=-152620.41890
C 0.911 -2.597 0.662 0.6 -2.0 -0.8
C -0.165 -1.915 0.318 -0.8 4.6 0.2
C -0.736 0.615 1.909 -0.6 -1.1 1.0
C 0.004 -0.284 -0.397 0.5 -4.2 0.2
C -0.431 0.907 0.367 2.7 2.5 3.3
C -1.213 0.471 -0.680 -4.4 -1.4 -2.2
C 1.029 -0.273 -1.473 1.0 -1.5 -1.0
C 0.221 2.289 0.146 2.2 -3.4 -0.2
O -1.727 -0.119 2.128 0.5 0.5 -0.3
O 0.088 1.019 2.750 0.1 0.5 -1.0
Br -2.997 -0.313 -0.361 0.0 -0.1 -0.4
Br -1.523 1.557 -2.318 0.4 -0.2 0.3
H 0.867 -3.681 0.940 -0.5 1.1 0.5
H 1.958 -2.362 0.448 -0.5 0.6 -0.3
H -1.201 -1.986 0.765 1.3 -0.6 -1.0
H 0.861 0.416 -2.272 -0.1 1.3 0.0
H 0.913 -1.184 -2.100 0.2 -0.1 0.8
H 2.083 -0.223 -1.172 -0.3 0.0 0.2
H 0.958 2.451 0.897 0.4 0.2 0.8
H -0.591 2.862 0.272 -2.5 3.0 0.2
H 0.693 2.350 -0.827 -0.2 0.3 -0.2


no.,strongest force on any atom (eV/A)
1,6.8
2,7.7
3,2.5
4,1.0
5,5.1